Entry 1:
Molecular formula: C18H18Br2N2O4
Method: DFT, the ωB97M-V functional and the def2-TZVPD basis

```
44
Properties=species:S:1:pos:R:3
C 0.39 -1.32 1.09
C 0.09 -0.88 -0.33
Br 1.41 0.25 -1.07
C -1.00 -1.23 -1.03
Br -1.27 -0.72 -2.83
C -2.11 -1.98 -0.42
O -2.44 -3.28 -1.01
C -3.60 -3.63 -0.39
O -4.04 -4.72 -0.34
O -4.18 -2.53 0.17
C -3.51 -1.40 -0.46
C -3.79 -0.04 0.14
C -2.88 0.32 1.29
O -3.03 -0.14 2.40
H 0.21 -2.39 1.17
H -0.25 -0.80 1.80
H 1.44 -1.14 1.30
H -1.94 -2.22 0.63
H -3.89 -1.43 -1.48
H -3.65 0.70 -0.66
H -4.82 0.00 0.48
H -2.04 1.01 1.08
C -1.78 5.10 3.40
C -1.01 4.01 3.05
C -0.92 3.68 1.70
N -1.54 4.34 0.73
C -2.28 5.39 1.09
C -2.43 5.81 2.40
H -1.88 5.40 4.44
H -0.48 3.43 3.79
H -0.33 2.83 1.38
H -2.78 5.91 0.28
H -3.05 6.67 2.64
C 6.15 -2.52 -3.50
C 6.87 -2.93 -2.38
C 6.37 -2.62 -1.13
N 5.24 -1.95 -0.93
C 4.56 -1.56 -2.01
C 4.97 -1.82 -3.31
H 6.51 -2.75 -4.50
H 7.79 -3.48 -2.48
H 6.90 -2.92 -0.23
H 3.64 -1.01 -1.82
H 4.38 -1.48 -4.15
```

Summary:
- LUMO (eV) = 0.30
- SMILES = C/C(Br)=C(/Br)[C@@H]1OC(=O)O[C@H]1CC=O.c1ccncc1.c1ccncc1
- calculated total energy (eV) = -170211.6463
- total charge = 0
- Kohn-Sham gap (hartree) = 0.36587

natural (NBO) population analysis, charges in e, atoms 1 to 4:
1. C -0.678
2. C -0.028
3. Br 0.103
4. C -0.166

Entry 2:
Molecular formula: C18H18Cl2N2O3S
Method: DFT, the ωB97M-V functional and the def2-TZVPD basis

```
44
Properties=species:S:1:pos:R:3
C -6.21 -0.47 1.74
C -5.14 0.00 0.80
C -5.06 1.32 0.33
Cl -6.20 2.51 0.82
C -4.05 1.67 -0.54
N -3.13 0.82 -0.96
C -3.16 -0.44 -0.54
N -2.22 -1.34 -0.98
C -1.01 -1.20 -1.61
O -0.34 -2.19 -1.83
C -0.55 0.19 -2.00
O 0.84 0.32 -1.73
C 1.18 0.02 -0.46
O 0.36 -0.31 0.38
C 2.60 0.13 -0.23
C 3.28 -0.12 0.94
C 4.66 0.07 0.82
C 5.03 0.46 -0.44
S 3.68 0.60 -1.51
C 6.43 0.71 -0.88
C 7.33 0.89 0.35
C 7.08 -0.23 1.36
C 8.11 -0.19 2.49
C 5.66 -0.11 1.92
C -4.17 -0.88 0.34
Cl -4.20 -2.53 0.87
H -6.89 0.34 1.98
H -6.77 -1.28 1.29
H -5.75 -0.84 2.65
H -3.96 2.68 -0.92
H -2.39 -2.30 -0.68
H -0.65 0.32 -3.08
H -1.12 0.95 -1.47
H 2.77 -0.42 1.84
H 6.47 1.60 -1.51
H 6.79 -0.13 -1.47
H 8.37 0.89 0.04
H 7.11 1.85 0.82
H 7.17 -1.19 0.84
H 7.91 -0.97 3.22
H 8.07 0.77 3.01
H 9.11 -0.32 2.11
H 5.41 -1.00 2.50
H 5.61 0.75 2.59
```

Summary:
- LUMO (eV) = 0.47
- SMILES = Cc1c(Cl)cnc(NC(=O)COC(=O)c2cc3c(s2)CC[C@@H](C)C3)c1Cl
- calculated total energy (eV) = -63962.6069
- total charge = 0
- Kohn-Sham gap (hartree) = 0.33565

natural (NBO) population analysis, charges in e, atoms 1 to 4:
1. C -0.648
2. C 0.007
3. C -0.102
4. Cl 0.017

Entry 3:
Molecular formula: C18H18Cl3GeN4Ti
Method: DFT, the ωB97M-V functional and the def2-TZVPD basis

```
45
Properties=species:S:1:pos:R:3
Ti 0.01 -0.87 -0.59
C -0.02 1.86 0.56
N 0.00 1.24 -0.80
C 1.25 1.56 -1.57
C 2.43 0.74 -1.09
C 3.72 1.21 -1.17
C 4.76 0.36 -0.80
C 4.47 -0.92 -0.35
C 3.14 -1.31 -0.29
N 2.14 -0.49 -0.65
C -1.24 1.54 -1.59
C -2.41 0.74 -1.10
C -3.71 1.20 -1.19
C -4.75 0.36 -0.81
C -4.45 -0.91 -0.36
C -3.13 -1.31 -0.29
N -2.13 -0.50 -0.66
C 0.00 0.89 1.73
C 0.00 1.37 3.02
C 0.01 0.47 4.08
C 0.01 -0.89 3.81
C 0.01 -1.31 2.50
N 0.00 -0.43 1.47
H 0.85 2.52 0.65
H -0.91 2.48 0.64
H 1.06 1.30 -2.62
H 1.47 2.63 -1.52
H 3.92 2.21 -1.53
H 5.79 0.70 -0.86
H 5.24 -1.61 -0.06
H 2.87 -2.30 0.05
H -1.45 2.61 -1.56
H -1.03 1.27 -2.63
H -3.90 2.20 -1.55
H -5.77 0.70 -0.88
H -5.23 -1.60 -0.06
H -2.86 -2.30 0.06
H 0.00 2.43 3.20
H 0.01 0.83 5.10
H 0.02 -1.63 4.60
H 0.01 -2.36 2.24
Cl -1.76 -4.68 -1.68
Ge -0.08 -3.52 -1.07
Cl 1.63 -4.72 -1.52
Cl 0.02 -1.76 -2.88
```

Summary:
- LUMO (alpha / beta) (eV) = -7.20 / -6.84
- 2S+1 = 2
- calculated total energy (eV) = -142108.5959
- total charge = +2
- <S²> = 0.7545
- Kohn-Sham gap (alpha / beta) (hartree) = 0.29269 / 0.31146

natural (NBO) population analysis, charges in e, atoms 1 to 4:
1. Ti 1.435
2. C -0.268
3. N -0.518
4. C -0.257

Entry 4:
Molecular formula: C18H18ClN3S
Method: DFT, the ωB97M-V functional and the def2-TZVPD basis

```
41
Properties=species:S:1:pos:R:3
Cl -3.86 3.92 -2.00
C -3.04 2.78 -1.19
C -3.29 1.40 -1.36
C -2.40 0.43 -0.70
C -1.42 0.76 0.07
C -1.17 2.21 0.50
C -1.82 3.19 -0.17
H -1.97 4.07 -0.03
H -0.63 2.43 1.28
C -0.66 -0.15 0.96
C 0.62 -0.22 1.56
N 0.85 -1.50 2.11
C 2.02 -1.92 2.44
C 1.85 -3.05 3.35
C 0.63 -3.89 3.21
C -0.31 -3.21 2.75
C -0.24 -1.93 1.94
N -1.17 -1.27 1.44
H -1.55 -3.75 2.70
H 0.68 -4.69 3.88
H 2.75 -3.59 3.71
H 2.99 -1.28 2.81
C 1.76 0.78 1.11
N 2.49 0.58 -0.16
C 2.90 -0.96 -0.36
C 3.54 -0.98 -1.81
H 4.40 -1.84 -1.95
H 3.97 -0.17 -2.11
S 2.34 -1.47 -2.82
C 0.95 -0.41 -2.08
C 1.44 0.71 -1.39
H 2.10 1.15 -2.29
H 0.70 1.46 -1.12
H 0.49 -1.12 -1.43
H 0.27 -0.24 -2.89
H 3.85 -0.65 0.46
H 2.40 -1.73 -0.14
H 1.56 1.98 1.12
H 2.60 0.70 1.78
H -2.46 -0.68 -0.61
H -3.77 1.17 -2.10
```

Summary:
- LUMO (eV) = -0.02
- calculated total energy (eV) = -46771.4399
- total charge = 0
- Kohn-Sham gap (hartree) = 0.30075

natural (NBO) population analysis, charges in e, atoms 1 to 4:
1. Cl 0.092
2. C -0.081
3. C -0.215
4. C -0.184

Entry 5:
Molecular formula: C18H18ClNO2
Method: DFT, the ωB97M-V functional and the def2-TZVPD basis

```
40
Properties=species:S:1:pos:R:3
C -2.54 0.49 -2.75
O -1.21 0.33 -2.32
C -0.31 1.30 -2.61
C -0.62 2.53 -3.18
C 0.38 3.46 -3.42
C 1.69 3.18 -3.10
C 2.01 1.96 -2.52
C 1.03 1.01 -2.28
C 1.36 -0.32 -1.66
N 0.73 -0.49 -0.37
C -0.12 -1.50 -0.10
O -0.35 -2.41 -0.87
C -0.79 -1.35 1.25
C 0.12 -1.24 2.42
C -0.28 -0.68 3.63
C 0.58 -0.62 4.71
C 1.86 -1.14 4.59
Cl 2.94 -1.06 5.94
C 2.28 -1.72 3.41
C 1.41 -1.77 2.33
C -2.11 -0.62 1.18
C -2.10 -2.10 1.41
H -3.04 1.32 -2.23
H -2.60 0.65 -3.83
H -3.04 -0.44 -2.50
H -1.64 2.77 -3.44
H 0.12 4.41 -3.87
H 2.47 3.90 -3.29
H 3.03 1.73 -2.27
H 2.45 -0.42 -1.56
H 0.98 -1.14 -2.28
H 0.83 0.27 0.29
H -1.27 -0.28 3.74
H 0.26 -0.18 5.64
H 3.27 -2.13 3.32
H 1.73 -2.24 1.42
H -2.41 -0.27 0.20
H -2.40 0.04 1.98
H -2.34 -2.47 2.39
H -2.38 -2.75 0.60
```

Summary:
- LUMO (eV) = 0.72
- SMILES = COc1ccccc1CNC(=O)C1(c2ccc(Cl)cc2)CC1
- calculated total energy (eV) = -37065.4821
- total charge = 0
- Kohn-Sham gap (hartree) = 0.34423

natural (NBO) population analysis, charges in e, atoms 1 to 4:
1. C -0.255
2. O -0.516
3. C 0.385
4. C -0.313

Entry 6:
Molecular formula: C18H18F2IrN7O2S2
Method: DFT, the ωB97M-V functional and the def2-TZVPD basis

```
50
Properties=species:S:1:pos:R:3
Ir -0.63 -1.02 0.28
O -3.01 2.20 1.14
C -2.75 1.08 0.51
O -1.56 0.77 0.34
C -3.88 0.29 0.02
C -5.17 0.81 0.22
C -6.28 0.18 -0.31
C -6.10 -0.97 -1.06
C -4.84 -1.50 -1.26
C -3.70 -0.90 -0.71
S -2.22 -1.82 -1.00
H -5.28 1.72 0.79
H -7.26 0.59 -0.14
H -6.96 -1.47 -1.50
H -4.72 -2.40 -1.84
N 1.04 1.12 3.55
C 1.21 -0.15 4.04
C 0.88 -0.98 3.02
N 0.50 -0.23 1.92
C 0.61 1.04 2.28
C 0.45 2.22 1.43
N 1.32 2.49 0.41
C 0.90 3.67 -0.17
C -0.20 4.05 0.52
N -0.49 3.14 1.51
H 1.21 1.98 4.04
H 1.53 -0.34 5.05
H 0.86 -2.06 2.99
H 1.42 4.10 -1.01
H -0.82 4.91 0.35
H -2.16 2.60 1.45
C -1.34 -5.37 -0.74
C -0.89 -4.64 0.53
C 0.42 -3.94 0.34
N 0.61 -2.66 0.24
N 1.92 -2.27 0.07
C 2.71 -3.30 0.00
N 4.06 -3.20 -0.14
S 1.90 -4.82 0.19
H -2.32 -5.81 -0.59
H -0.64 -6.16 -1.02
H -1.41 -4.67 -1.58
H -0.78 -5.35 1.35
H -1.62 -3.89 0.82
H 4.40 -2.30 -0.45
H 4.56 -3.99 -0.49
F 3.58 2.38 0.19
C 2.43 1.69 0.00
F 2.33 1.45 -1.32
H 2.46 0.75 0.54
```

Summary:
- LUMO (alpha / beta) (eV) = -2.41 / -3.65
- 2S+1 = 2
- calculated total energy (eV) = -63424.7767
- total charge = +1
- <S²> = 0.7586
- Kohn-Sham gap (alpha / beta) (hartree) = 0.29158 / 0.27079

natural (NBO) population analysis, charges in e, atoms 1 to 4:
1. Ir 0.602
2. O -0.654
3. C 0.827
4. O -0.655

Entry 7:
Molecular formula: C18H18F2N2O2S
Method: DFT, the ωB97M-V functional and the def2-TZVPD basis

```
43
Properties=species:S:1:pos:R:3
O -0.93 0.20 0.00
C -0.83 1.41 -0.05
C -0.12 2.15 -1.17
C 0.06 1.32 -2.43
S -1.57 0.84 -3.13
C -1.28 -0.89 -3.63
C -1.10 -1.85 -2.45
C 0.37 -2.18 -2.23
O 1.02 -2.79 -3.06
N 0.88 -1.71 -1.06
C 2.19 -1.84 -0.60
C 3.07 -2.82 -1.05
C 4.35 -2.91 -0.53
C 4.78 -2.03 0.45
C 3.92 -1.04 0.91
C 2.65 -0.96 0.38
F 1.83 0.03 0.82
N -1.32 2.25 0.89
C -1.99 1.94 2.08
C -2.29 0.64 2.50
C -2.96 0.44 3.69
C -3.34 1.51 4.49
C -3.05 2.80 4.09
C -2.38 2.99 2.90
F -2.09 4.26 2.50
H -0.67 3.06 -1.41
H 0.87 2.44 -0.79
H 0.59 1.90 -3.19
H 0.61 0.40 -2.23
H -0.41 -0.92 -4.29
H -2.17 -1.14 -4.20
H -1.60 -2.80 -2.69
H -1.55 -1.44 -1.55
H 0.28 -1.09 -0.51
H 2.74 -3.51 -1.81
H 5.01 -3.68 -0.89
H 5.78 -2.10 0.85
H 4.23 -0.33 1.66
H -1.18 3.24 0.75
H -2.00 -0.19 1.88
H -3.19 -0.57 4.00
H -3.86 1.34 5.42
H -3.33 3.66 4.69
```

Summary:
- LUMO (eV) = 0.55
- SMILES = O=C(CCSCCC(=O)Nc1ccccc1F)Nc1ccccc1F
- calculated total energy (eV) = -42305.0130
- total charge = 0
- Kohn-Sham gap (hartree) = 0.33102

natural (NBO) population analysis, charges in e, atoms 1 to 4:
1. O -0.652
2. C 0.726
3. C -0.514
4. C -0.519

Entry 8:
Molecular formula: C18H18N2O4S
Method: DFT, the ωB97M-V functional and the def2-TZVPD basis

```
43
Properties=species:S:1:pos:R:3
N 5.04 2.83 -0.69
C 5.07 1.49 -0.46
O 6.09 0.91 -0.15
C 3.76 0.79 -0.61
C 2.74 1.25 -1.45
C 1.56 0.55 -1.55
C 1.36 -0.61 -0.81
N 0.13 -1.25 -0.95
C -0.37 -2.29 -0.24
O 0.18 -2.87 0.66
C -1.77 -2.73 -0.73
O -2.81 -1.78 -0.52
C -2.98 -0.81 -1.41
O -2.21 -0.58 -2.31
C -4.28 -0.06 -1.20
C -4.52 0.35 0.25
S -3.45 1.74 0.75
C -1.96 0.98 1.34
C -0.77 1.65 1.08
C 0.42 1.17 1.60
C 0.43 0.02 2.37
C -0.76 -0.65 2.62
C -1.95 -0.17 2.12
C 2.38 -1.09 0.01
C 3.56 -0.39 0.10
H 4.19 3.34 -0.82
H 5.90 3.35 -0.56
H 2.88 2.13 -2.06
H 0.78 0.90 -2.21
H -0.48 -0.86 -1.67
H -1.70 -2.97 -1.80
H -2.06 -3.61 -0.16
H -4.27 0.82 -1.84
H -5.08 -0.72 -1.52
H -5.54 0.73 0.36
H -4.37 -0.48 0.93
H -0.79 2.54 0.47
H 1.34 1.69 1.40
H 1.36 -0.36 2.77
H -0.75 -1.55 3.22
H -2.87 -0.68 2.36
H 2.23 -1.99 0.57
H 4.37 -0.75 0.73
```

Summary:
- LUMO (eV) = 0.50
- SMILES = NC(=O)c1ccc(NC(=O)COC(=O)CCSc2ccccc2)cc1
- calculated total energy (eV) = -40965.3633
- total charge = 0
- Kohn-Sham gap (hartree) = 0.32456

natural (NBO) population analysis, charges in e, atoms 1 to 4:
1. N -0.821
2. C 0.658
3. O -0.608
4. C -0.180